1.
Computed, not measured: a structure of composition C14H30Br2IrO3P, with ωB97M-V/def2-TZVPD.

Positions of all 51 atoms, in Å:
Ir1 0.80244 1.19271 -0.16057
C1 2.55791 -3.33468 3.72254
C2 2.30025 -2.04723 4.36486
C3 2.68795 -1.76088 5.74836
O1 1.60291 -1.20220 3.68790
C4 3.26323 -0.84297 -0.43985
O2 4.08124 -1.55331 -0.08442
O3 2.42388 -0.10751 -0.81232
H1 1.74026 -3.99554 4.05164
H2 3.48287 -3.78536 4.07575
H3 2.51578 -3.27275 2.63848
H4 2.01319 -2.34698 6.39095
H5 2.60046 -0.70965 6.02000
H6 3.69025 -2.13730 5.95534
H7 1.39877 -0.41488 4.22680
Br1 1.99872 3.07708 -1.71858
C5 3.11410 3.65480 -0.24848
Br2 2.55174 2.69319 1.35216
H8 2.96839 4.71543 -0.08043
H9 4.14351 3.39339 -0.46051
C6 -1.33667 2.49313 0.00468
C7 -2.14512 1.28410 -0.49434
C8 -3.44895 1.68982 -1.17259
P1 -0.89454 0.28354 -1.38458
C9 -0.78640 0.48767 -3.19887
C10 -0.82686 1.94786 -3.65658
C11 -1.83301 -0.34278 -3.95302
C12 -1.15116 -1.48628 -0.97748
C13 -2.63665 -1.87022 -0.98307
C14 -0.51769 -1.83796 0.37262
H10 -1.81670 2.99294 0.84978
H11 -1.10946 3.22100 -0.76999
H12 -0.33140 2.28817 0.60278
H13 -2.38087 0.66436 0.37752
H14 -3.28087 2.28426 -2.06773
H15 -4.04659 2.28912 -0.48383
H16 -4.04025 0.81522 -1.43992
H17 0.20522 0.06896 -3.41570
H18 -1.83965 2.34482 -3.62210
H19 -0.49943 2.00024 -4.69440
H20 -0.18726 2.61343 -3.07733
H21 -2.84677 -0.00427 -3.73579
H22 -1.75943 -1.40951 -3.75048
H23 -1.66635 -0.20462 -5.02149
H24 -0.63370 -2.03273 -1.77279
H25 -3.17319 -1.39236 -0.16213
H26 -2.72330 -2.94789 -0.84263
H27 -3.13823 -1.62316 -1.91599
H28 -1.05914 -1.36623 1.19662
H29 0.53615 -1.54978 0.43285
H30 -0.56957 -2.91618 0.52637

Properties
* charge: +3
* max |F|: 0.0108 hartree/bohr
* multiplicity: 2
* E_HOMO (alpha / beta): -18.35 / -19.03 eV

How is the electron density shared among the atoms? According to Löwdin, the charges in e are: 0.62, 0.06, -0.27, 0.06, 0.20, -0.33, 0.33, -0.02, 0.15, 0.13, 0.11, 0.15, 0.12, 0.13, 0.17, 0.80, -0.86, 0.71, 0.04, 0.03, -0.12, -0.50, -0.05, 0.96, -0.50, -0.09, -0.07, -0.51, -0.07, -0.12, 0.13, 0.09, -0.01, 0.11, 0.08, 0.11, 0.09, 0.12, 0.08, 0.11, -0.01, 0.09, 0.08, 0.11, 0.12, 0.09, 0.11, 0.07, 0.08, 0.03, 0.10


2.
Computed, not measured: a structure of composition C52H61As3CoN6S2, with ωB97M-V/def2-TZVPD.

Positions of all 125 atoms, in Å:
Co1 0.43722 -0.42808 -1.09942
N1 2.07587 -3.91058 -0.17272
C1 2.22048 -3.33299 -1.38742
N2 1.54833 -2.29903 -1.83967
C2 1.92927 -2.01430 -3.14434
C3 2.93439 -2.76795 -3.64027
S1 3.41320 -3.95447 -2.49467
C4 1.15427 -1.03797 -3.88620
C5 1.10157 -0.94132 -5.23278
S2 -0.04303 0.24970 -5.70444
C6 -0.40384 0.53518 -4.03353
N3 0.29409 -0.19460 -3.19571
N4 -1.32513 1.45517 -3.67778
H1 2.51165 -4.80841 -0.03942
H2 1.18356 -3.80140 0.28921
H3 3.39604 -2.71292 -4.61214
H4 1.63985 -1.51452 -5.96870
H5 -1.71188 2.03608 -4.40185
H6 -1.21369 1.87321 -2.77034
C7 5.21361 -1.00805 -0.83280
As1 3.70373 0.25145 -0.83915
C8 4.03920 1.00928 0.94924
C9 4.46714 1.79606 -1.75516
C10 5.83904 1.91274 -1.96169
C11 6.38733 3.10414 -2.40927
C12 5.56785 4.19984 -2.63599
C13 4.20051 4.08425 -2.45047
C14 3.63365 2.88464 -2.02643
As2 1.68495 2.70752 -1.90880
C15 1.23717 4.24702 -0.76809
C16 1.24884 3.58111 -3.62150
H7 6.05919 -0.59406 -0.28385
H8 5.52682 -1.24764 -1.84831
H9 4.90866 -1.93308 -0.34250
H10 5.02835 1.46499 0.95164
H11 4.00126 0.23687 1.71623
H12 3.29968 1.77716 1.18044
H13 6.49513 1.07300 -1.76996
H14 7.45490 3.18159 -2.56863
H15 5.99007 5.14016 -2.96477
H16 3.57005 4.94448 -2.64273
H17 1.76468 5.14402 -1.08971
H18 1.49405 4.03147 0.26892
H19 0.16256 4.43044 -0.82349
H20 1.85350 4.47550 -3.75801
H21 0.20030 3.87453 -3.63118
H22 1.43859 2.90381 -4.45389
C17 -4.12206 4.89376 1.00036
C18 -2.83794 4.42295 1.68633
C19 -3.15976 4.09622 3.15487
C20 -1.78972 5.54803 1.62209
C21 -2.24754 3.20026 1.01076
C22 -2.74218 2.66394 -0.17634
C23 -2.10998 1.58001 -0.75734
N5 -1.03641 0.98665 -0.23668
C24 -0.63232 1.40819 0.97273
C25 -1.17445 2.52276 1.58792
C26 0.28432 0.48285 1.66476
C27 0.25261 0.34277 3.04242
C28 0.95571 -0.68299 3.67091
C29 1.73904 -1.48451 2.84154
C30 1.74598 -1.26508 1.47950
N6 1.00369 -0.33235 0.88132
C31 0.84285 -0.89042 5.16916
C32 1.48988 0.31341 5.87368
C33 1.54017 -2.17547 5.62181
C34 -0.64452 -0.98006 5.55032
H23 -4.50867 5.76243 1.53161
H24 -4.89138 4.11931 1.02098
H25 -3.94298 5.19390 -0.03359
H26 -3.68513 4.93781 3.60527
H27 -2.26028 3.91594 3.74461
H28 -3.80584 3.21838 3.22367
H29 -2.16035 6.42687 2.15029
H30 -1.59243 5.83300 0.58677
H31 -0.84708 5.24593 2.08170
H32 -3.61649 3.07793 -0.65731
H33 -2.51419 1.13494 -1.65900
H34 -0.76219 2.85400 2.53147
H35 -0.37134 1.00973 3.62126
H36 2.34759 -2.28304 3.23999
H37 2.37330 -1.85975 0.83224
H38 2.54832 0.39014 5.61943
H39 1.40599 0.19437 6.95402
H40 1.00086 1.24804 5.59422
H41 2.61663 -2.13953 5.44677
H42 1.12529 -3.04942 5.11422
H43 1.38859 -2.30916 6.69209
H44 -1.16971 -0.03897 5.37984
H45 -0.73481 -1.22095 6.60926
H46 -1.14742 -1.76430 4.97941
C35 -5.33185 -1.76828 2.08933
C36 -4.24618 -0.93973 2.32398
C37 -3.13980 -0.99195 1.48650
C38 -3.11195 -1.86761 0.40825
C39 -4.19866 -2.71244 0.19040
C40 -5.30303 -2.66034 1.02428
As3 -1.52584 -2.06675 -0.72525
C41 -1.18887 -3.90612 -0.16704
C42 -1.25169 -5.02471 -0.98583
C43 -1.01986 -6.28789 -0.45404
C44 -0.73261 -6.44047 0.89432
C45 -0.67718 -5.32493 1.72145
C46 -0.90115 -4.06401 1.19156
C47 -2.30420 -2.18712 -2.49463
C48 -1.59460 -2.78213 -3.53655
C49 -2.08405 -2.73516 -4.83206
C50 -3.27904 -2.08002 -5.10124
C51 -3.98588 -1.47827 -4.07065
C52 -3.50069 -1.52923 -2.77204
H47 -6.19761 -1.72582 2.73684
H48 -4.25835 -0.25265 3.16121
H49 -2.28981 -0.35884 1.69154
H50 -4.17726 -3.41826 -0.63237
H51 -6.14188 -3.32124 0.85022
H52 -1.49648 -4.92261 -2.03570
H53 -1.07384 -7.15775 -1.09571
H54 -0.56874 -7.42776 1.30541
H55 -0.47209 -5.44167 2.77822
H56 -0.87857 -3.18682 1.83427
H57 -0.65270 -3.28099 -3.33414
H58 -1.53625 -3.21280 -5.63450
H59 -3.66188 -2.04764 -6.11294
H60 -4.92363 -0.97819 -4.27644
H61 -4.06039 -1.07235 -1.96388

Properties
* charge: +2
* max |F|: 0.0191 hartree/bohr
* multiplicity: 2
* E_HOMO (alpha / beta): -12.43 / -12.40 eV

Löwdin population analysis, charges in e, atoms 1 to 99: 0.39, 0.12, -0.67, 0.03, -0.38, -0.33, 1.10, -0.35, -0.32, 1.11, -0.68, 0.02, 0.13, 0.11, 0.06, 0.09, 0.09, 0.11, 0.04, -0.31, 1.13, -0.28, -0.44, -0.10, -0.06, -0.06, -0.11, -0.43, 1.13, -0.30, -0.30, 0.03, 0.03, 0.01, 0.04, 0.02, 0.02, 0.09, 0.11, 0.11, 0.09, 0.03, 0.02, 0.01, 0.02, 0.02, 0.02, -0.05, -0.55, -0.03, -0.03, -0.13, 0.04, -0.13, 0.04, -0.23, 0.05, -0.20, 0.06, -0.13, 0.03, -0.15, 0.02, -0.55, -0.02, -0.05, -0.03, 0.10, 0.10, 0.09, 0.10, 0.08, 0.09, 0.10, 0.09, 0.08, 0.12, 0.10, 0.13, 0.12, 0.12, 0.08, 0.10, 0.10, 0.08, 0.09, 0.09, 0.10, 0.08, 0.10, 0.09, -0.06, -0.07, -0.11, -0.37, -0.10, -0.05, 1.37, -0.39


3.
Computed, not measured: a cluster of 2 separate species, C4H2N2O3 in total in a non-equilibrium geometry, with ωB97M-V/def2-TZVPD.

Positions of all 11 atoms, in Å:
C1 -0.69326 0.88259 -0.52918
C2 -0.20658 -0.11048 0.23639
C3 0.01390 2.14232 -0.07054
C4 3.47814 0.62310 -0.34225
N1 0.66820 0.52982 1.26239
N2 0.80762 1.66864 1.08312
O1 -0.12046 3.29457 -0.29696
O2 4.13865 1.45777 -0.62098
O3 2.74614 -0.19673 -0.09285
H1 -1.23658 0.73102 -1.43440
H2 -0.40435 -1.22382 0.32976

Properties
* max |F|: 0.1484 hartree/bohr
* E_HOMO: -9.42 eV

How is the electron density shared among the atoms? According to Löwdin, the charges in e are: 0.01, -0.05, -0.40, -0.49, 0.00, 0.05, 0.17, 0.28, 0.21, 0.10, 0.13